{"formula": "C16H14N6O", "method": "ωB97M-V/def2-TZVPD", "homo_energy_ev": -8.632, "lumo_ev": -2.365, "smiles": "N#C[C@H]1C(=O)N=c2cnccc2=C1N1CC[C@@H](n2cccn2)C1", "total_charge": 0, "symbols": ["N", "C", "C", "C", "O", "N", "C", "C", "N", "C", "C", "C", "C", "N", "C", "C", "C", "N", "C", "C", "C", "N", "C", "H", "H", "H", "H", "H", "H", "H", "H", "H", "H", "H", "H", "H", "H"], "positions_angstrom": [[0.238, -3.835, -0.372], [-0.483, -3.040, 0.063], [-1.285, -1.940, 0.576], [-2.232, -2.574, 1.586], [-3.151, -3.283, 1.308], [-2.079, -2.171, 2.949], [-1.174, -1.396, 3.413], [-1.068, -1.057, 4.851], [-0.155, -0.270, 5.379], [0.558, 0.481, 4.507], [0.395, 0.376, 3.086], [-0.347, -0.632, 2.570], [-0.470, -0.795, 1.207], [-0.092, 0.252, 0.336], [-0.706, 1.572, 0.265], [0.342, 2.320, -0.501], [1.174, 1.491, -1.260], [2.497, 1.999, -1.740], [2.638, 2.474, -3.070], [3.619, 3.436, -3.051], [4.112, 3.466, -1.692], [3.534, 2.610, -0.915], [1.228, 0.268, -0.335], [-1.879, -1.597, -0.260], [-1.833, -1.693, 5.470], [1.424, 1.029, 4.928], [0.974, 1.091, 2.477], [-1.478, 1.641, -0.485], [-1.001, 2.093, 1.212], [0.046, 3.120, -1.155], [0.971, 2.811, 0.278], [0.593, 1.178, -2.115], [2.161, 2.221, -4.054], [3.980, 4.002, -3.909], [4.965, 4.074, -1.371], [1.455, -0.606, -0.840], [2.113, 0.466, 0.243]], "atomic_forces_ev_per_a": [[-0.9347, 0.7732, 0.5421], [1.7505, -0.7246, -0.8144], [0.4063, -0.1818, 0.7694], [-0.5070, 1.4334, 2.2485], [0.1416, -0.3604, -0.7106], [-0.8366, -1.8027, 0.7384], [-0.6189, 0.1828, 0.3657], [-0.7613, -1.5460, 1.5356], [-2.5492, -1.6343, -0.2810], [1.3366, 0.0751, -3.8216], [3.3555, 3.5869, 4.7184], [-1.0183, -1.0492, -3.9522], [-0.3434, 1.1171, -0.5061], [1.1704, -0.8279, -0.1868], [-0.0879, 0.4948, -0.6857], [0.6063, 5.4144, 3.3026], [2.0830, -3.9783, -1.3292], [0.5881, 0.7558, -1.3318], [0.6000, 1.0554, 0.6764], [0.0231, -0.4706, 0.5058], [0.6208, 0.3105, -1.6933], [-3.1471, -0.9525, -0.3777], [0.1913, 1.1725, 0.1917], [-0.1453, 0.4522, -0.1650], [1.7583, 1.4665, -0.7087], [-0.9880, 0.0618, -0.3188], [-0.3150, -0.7514, 0.2209], [-1.5339, -0.8262, 0.4343], [0.2915, -0.7368, -0.7070], [-1.0032, 0.6639, 0.1311], [-0.0161, -0.0411, -0.5053], [0.3685, -0.0542, -0.9122], [-0.1940, -0.3521, 1.7811], [-0.0677, -0.2567, 0.4132], [-0.4629, -0.4426, 0.1817], [0.0186, -2.0014, -1.1331], [0.2200, -0.0255, 1.3834]], "lowdin_charge": [0.18, -0.17, -0.11, -0.41, 0.14, 0.19, -0.22, -0.04, 0.07, -0.10, -0.01, -0.15, -0.06, -0.08, -0.13, -0.20, -0.30, -0.05, -0.08, -0.09, -0.19, 0.09, -0.08, 0.16, 0.15, 0.11, 0.12, 0.11, 0.14, 0.13, 0.14, 0.16, 0.13, 0.09, 0.11, 0.10, 0.11]}

{"formula": "C16H14N6O", "method": "ωB97M-V/def2-TZVPD", "homo_energy_ev": -8.541, "lumo_ev": -2.547, "smiles": "N#C[C@@H]1C(=O)N=c2cnccc2=C1N1CC[C@@H](n2cccn2)C1", "total_charge": 0, "symbols": ["N", "C", "C", "C", "O", "N", "C", "C", "N", "C", "C", "C", "C", "N", "C", "C", "C", "N", "C", "C", "C", "N", "C", "H", "H", "H", "H", "H", "H", "H", "H", "H", "H", "H", "H", "H", "H"], "positions_angstrom": [[2.237, 3.962, -0.374], [2.064, 2.868, 0.117], [1.610, 1.703, 0.910], [2.655, 1.410, 2.006], [2.562, 2.038, 3.094], [3.659, 0.508, 1.841], [3.552, -0.406, 0.912], [4.520, -1.454, 0.940], [4.411, -2.577, 0.227], [3.436, -2.702, -0.637], [2.461, -1.651, -0.721], [2.450, -0.488, 0.022], [1.415, 0.473, -0.067], [0.340, 0.161, -0.890], [-0.292, 1.220, -1.744], [-1.689, 1.499, -1.169], [-1.853, 0.460, -0.007], [-3.184, -0.072, 0.001], [-3.543, -1.409, 0.191], [-4.906, -1.465, 0.404], [-5.333, -0.139, 0.324], [-4.325, 0.702, 0.118], [-0.765, -0.589, -0.308], [0.698, 1.948, 1.395], [5.387, -1.232, 1.598], [3.261, -3.633, -1.172], [1.592, -1.925, -1.361], [0.236, 2.143, -1.851], [-0.343, 0.678, -2.656], [-2.382, 1.436, -1.997], [-1.873, 2.528, -0.833], [-1.576, 0.887, 0.975], [-2.905, -2.204, 0.190], [-5.590, -2.313, 0.401], [-6.306, 0.089, 0.683], [-0.552, -1.209, 0.561], [-1.127, -1.246, -1.127]], "atomic_forces_ev_per_a": [[-0.6755, -6.0479, 2.3341], [0.2223, 6.0453, -1.8910], [1.0492, -1.1057, -2.2092], [0.0300, 1.7439, 3.5914], [-0.1979, -1.4631, -3.2680], [0.5130, 0.0111, -0.0679], [-0.2142, 1.4354, 1.4018], [0.8295, -1.6857, -1.0556], [3.1927, 1.7433, 2.7595], [-4.5528, 2.9604, -0.6673], [-0.2049, -5.0511, -2.6414], [-1.5463, 1.3297, -0.1480], [1.9403, -1.2720, 1.1370], [0.5672, 1.8271, 0.9864], [-0.4306, -0.5592, 1.4246], [0.1538, 0.2798, 0.4441], [0.1918, 0.9274, -0.9462], [-2.7073, -2.3745, 0.9529], [-1.7982, 2.4867, 0.0288], [0.6152, -0.3316, -0.9255], [1.4625, -0.1919, 0.5985], [0.7094, 0.1158, 0.1128], [-1.1933, -0.7107, -1.1231], [-0.9026, 0.3490, 0.3820], [-0.6582, -0.7312, -0.4254], [0.3374, 0.2444, 0.0349], [0.7419, 0.6583, 0.3106], [0.9826, 0.1984, -0.0331], [-0.3051, 0.1583, -1.2607], [-0.6220, -0.7517, 0.1861], [0.5794, -0.2367, 0.2323], [-0.4677, 0.1906, -0.3669], [1.9344, -1.6672, -0.1701], [0.6047, 0.1020, 0.3759], [-0.6770, 1.1454, -0.5027], [0.5256, 0.1416, -0.1018], [-0.0293, 0.0865, 0.5102]], "lowdin_charge": [0.17, -0.13, -0.10, -0.41, 0.07, 0.18, -0.21, -0.03, 0.07, -0.14, 0.00, -0.11, -0.05, -0.09, -0.10, -0.09, -0.23, -0.11, -0.06, -0.08, -0.17, 0.09, -0.11, 0.14, 0.13, 0.11, 0.12, 0.11, 0.11, 0.11, 0.12, 0.16, 0.08, 0.10, 0.09, 0.14, 0.14]}

{"formula": "C16H15AuN2O2S5", "method": "ωB97M-V/def2-TZVPD", "homo_energy_ev": [-7.877, -7.923], "lumo_ev": [-0.007, -2.604], "total_charge": 0, "s_squared": 2.04, "spin_multiplicity": 3, "symbols": ["Au", "C", "C", "O", "C", "C", "C", "N", "N", "C", "O", "C", "C", "C", "C", "C", "C", "H", "H", "H", "H", "H", "H", "H", "H", "H", "H", "H", "H", "C", "S", "C", "C", "S", "S", "C", "S", "S", "H", "H", "H"], "positions_angstrom": [[2.174, -0.680, -0.814], [4.823, 2.070, -3.091], [3.687, 1.607, -2.218], [3.344, 0.413, -2.323], [3.104, 2.571, -1.338], [1.957, 2.457, -0.584], [1.427, 3.670, 0.122], [1.247, 1.299, -0.494], [0.077, 1.423, 0.082], [-0.760, 0.326, -0.015], [-0.577, -0.636, -0.755], [-1.988, 0.424, 0.828], [-2.124, 1.381, 1.829], [-3.271, 1.412, 2.608], [-4.290, 0.497, 2.382], [-4.163, -0.453, 1.377], [-3.013, -0.492, 0.605], [4.972, 1.363, -3.903], [5.734, 2.109, -2.489], [4.641, 3.069, -3.485], [3.573, 3.545, -1.348], [2.123, 4.499, 0.023], [1.262, 3.449, 1.176], [0.459, 3.953, -0.292], [-1.330, 2.096, 1.990], [-3.372, 2.153, 3.389], [-5.187, 0.526, 2.988], [-4.961, -1.160, 1.194], [-2.891, -1.224, -0.183], [-0.998, -2.842, 2.445], [-0.357, -4.436, 1.868], [-0.326, -4.128, 0.139], [0.590, -3.371, -0.515], [1.927, -2.613, 0.275], [0.362, -3.214, -2.237], [-1.068, -4.182, -2.371], [-1.853, -4.465, -3.772], [-1.586, -4.813, -0.835], [-1.038, -2.907, 3.532], [-1.997, -2.665, 2.056], [-0.331, -2.035, 2.153]], "atomic_forces_ev_per_a": [[0.0178, -0.0170, -0.0677], [-0.0044, 0.0005, 0.0041], [-0.0338, -0.0132, 0.0160], [0.0009, 0.0389, 0.0169], [-0.0166, -0.0365, -0.0017], [0.0321, 0.0378, -0.0210], [0.0021, -0.0030, 0.0077], [0.0165, -0.0393, 0.0113], [-0.0218, -0.0103, 0.0044], [0.0423, -0.0369, -0.0900], [-0.0633, 0.1481, 0.0904], [-0.0031, -0.0067, -0.0013], [0.0074, -0.0083, 0.0016], [-0.0006, 0.0030, 0.0039], [-0.0012, -0.0009, 0.0031], [-0.0049, -0.0017, -0.0015], [0.0062, -0.0001, -0.0118], [-0.0011, -0.0036, -0.0019], [0.0028, 0.0038, 0.0015], [-0.0006, 0.0041, -0.0011], [-0.0003, 0.0044, 0.0051], [0.0002, 0.0014, 0.0014], [-0.0020, 0.0015, 0.0014], [0.0001, -0.0003, -0.0021], [0.0028, 0.0032, 0.0001], [-0.0012, 0.0014, 0.0025], [-0.0015, 0.0003, 0.0015], [0.0022, -0.0018, -0.0011], [-0.0013, -0.0090, -0.0002], [-0.0090, -0.0093, -0.0024], [-0.0083, -0.0035, 0.0081], [0.0220, 0.0201, 0.0010], [-0.0085, -0.0800, -0.0391], [-0.0014, 0.0152, 0.0576], [-0.0006, -0.0363, -0.0046], [0.0185, 0.0162, 0.0237], [-0.0037, -0.0096, -0.0174], [-0.0019, 0.0155, -0.0005], [0.0040, -0.0028, 0.0019], [-0.0018, 0.0018, 0.0009], [0.0151, 0.0127, -0.0005]], "mulliken_spin": [0.27, 0.00, 0.04, 0.11, 0.21, -0.09, 0.01, 0.31, 0.41, -0.10, 0.16, 0.04, 0.03, 0.00, 0.01, 0.00, 0.00, 0.00, 0.01, 0.00, 0.01, 0.00, 0.00, 0.00, 0.00, 0.00, 0.00, 0.00, 0.00, 0.01, 0.01, 0.16, -0.08, 0.42, -0.01, -0.01, 0.03, 0.03, 0.00, 0.00, 0.00]}

no.,total energy (a.u.),molar mass (g/mol)
1,-1021.6855,306.33
2,-1021.7201,306.33
3,-3005.2488,624.61